Here is a structure of composition C56H132AsF6N7O3 from OMol25. Energies are from the ωB97M-V functional and the def2-TZVPD basis.

Properties
Calculated total energy ... -153871.829 eV
Net charge ... +6
Energy above the lowest of the compared OMol25 structures with the same formula, charge and spin ... 44.8 kcal/mol
Lowest unoccupied orbital energy ... -8.373 eV
Kohn-Sham gap ... 10.35 eV

```
205
Properties=species:S:1:pos:R:3:forces:R:3:lowdin_charge:R:1
As -0.09549 -0.09945 -0.23573 0.401 0.094 1.501 0.85
F 0.30807 0.25384 1.53169 0.270 -0.058 -1.841 -0.35
F -1.71175 0.18209 0.31579 -0.422 -0.483 -0.844 -0.28
F -0.55752 -0.57212 -1.94973 0.552 0.602 2.108 -0.33
F 1.63894 -0.19115 -0.59339 -1.300 -0.232 0.009 -0.29
F -0.20025 -1.79785 0.28293 0.240 0.894 -0.904 -0.30
F -0.07061 1.61502 -0.66156 0.303 -0.815 -0.092 -0.30
C -6.24882 3.87933 -7.20265 0.269 -0.553 -0.057 -0.06
C -5.65503 5.05976 -6.40047 -0.872 -0.310 -0.150 -0.15
N -4.18369 4.94320 -5.96531 0.773 -0.394 1.423 -0.23
C -4.09360 3.71687 -5.07463 -0.012 0.146 -1.148 0.01
C -3.21224 4.77091 -7.20185 -1.600 0.673 0.781 -0.12
C -3.57225 5.81251 -8.27511 0.422 -0.681 -0.086 -0.05
C -3.69908 6.19319 -5.11959 -1.642 0.186 -1.028 -0.05
C -4.31410 6.36922 -3.73418 -0.415 0.536 -0.683 -0.19
O -5.73215 6.62969 -3.77042 2.091 -0.806 -1.014 -0.16
C -6.28922 6.19590 -2.59354 -2.364 -0.548 1.309 -0.14
H -6.50164 3.00352 -6.60504 0.293 0.130 0.571 0.08
H -5.66428 3.44860 -8.01561 0.144 0.531 -0.229 0.08
H -7.23468 4.14222 -7.58613 0.214 0.506 -0.205 0.10
H -6.32070 5.10016 -5.53829 0.759 0.216 0.508 0.12
H -5.84278 6.02012 -6.88064 0.547 -0.122 -0.255 0.13
H -3.08884 3.61205 -4.66527 -0.067 0.094 -0.068 0.12
H -4.31247 2.90538 -5.76866 0.059 -0.297 0.494 0.09
H -4.84177 3.76209 -4.28324 0.107 0.082 -0.152 0.11
H -3.35841 3.74684 -7.54541 -0.248 0.135 -0.165 0.12
H -2.18402 4.79605 -6.84099 -0.162 0.449 0.238 0.12
H -4.45518 5.50025 -8.83281 0.191 -0.134 -0.110 0.08
H -2.70658 5.84198 -8.93681 -0.221 0.184 -0.257 0.09
H -3.78977 6.82948 -7.94869 0.365 -0.122 0.364 0.08
H -4.01652 6.97257 -5.81234 0.413 0.482 0.450 0.12
H -2.62059 6.19292 -4.96156 -0.005 -0.399 -0.557 0.14
H -3.85790 7.22224 -3.23186 0.386 0.284 -0.338 0.14
H -3.96294 5.53078 -3.13267 -0.798 -0.425 0.289 0.12
H -6.09226 6.83696 -1.73426 0.558 -0.155 0.126 0.10
H -6.14684 5.13139 -2.40741 0.846 -0.118 0.311 0.09
H -7.37705 6.19265 -2.66218 -0.155 0.551 -0.436 0.10
C 2.63396 -2.81826 9.18747 0.295 -2.131 0.099 -0.02
C 2.71501 -4.36742 8.73846 0.337 0.854 0.954 -0.11
N 1.97190 -5.33099 9.70794 1.255 -0.088 -0.355 -0.24
C 2.07522 -6.74690 9.08912 -0.891 0.960 0.919 0.03
C 2.62715 -5.41841 11.16739 0.246 0.193 -0.237 -0.11
C 4.12362 -5.84463 11.22138 -0.018 0.508 -0.482 -0.05
C 0.50612 -4.87532 9.82016 2.273 -0.363 0.725 -0.09
C -0.23006 -4.73296 8.54427 -1.051 0.205 -0.955 -0.21
O 0.09375 -3.62373 7.69167 0.213 -0.886 0.952 -0.22
C -0.86064 -3.48969 6.63223 1.351 0.471 0.169 -0.06
H 1.62545 -2.41403 9.10024 0.132 -0.244 -0.106 0.06
H 3.31136 -2.17963 8.62057 0.049 -0.360 -0.124 0.08
H 2.95134 -2.80178 10.23011 0.010 0.332 0.010 0.07
H 3.70200 -4.82998 8.73564 0.381 0.771 0.192 0.11
H 2.37571 -4.50776 7.71216 -0.644 -0.073 0.335 0.11
H 1.51563 -6.68607 8.15571 0.202 -0.405 0.143 0.09
H 1.61157 -7.39401 9.83368 -0.264 -0.168 -0.338 0.11
H 3.08769 -7.12704 8.95308 0.032 0.697 -0.070 0.10
H 1.94805 -6.03195 11.75942 0.106 -0.560 -0.403 0.13
H 2.51954 -4.45866 11.67277 0.042 0.313 -0.548 0.12
H 4.76368 -5.04067 10.85798 -0.168 0.070 -0.553 0.08
H 4.40308 -6.76511 10.70882 -0.356 0.037 -0.112 0.08
H 4.56812 -5.94673 12.21138 -0.936 -0.148 0.464 0.10
H 0.56476 -3.92545 10.35157 -0.200 -0.098 0.067 0.14
H 0.05853 -5.63543 10.46047 -0.365 0.165 -0.111 0.15
H -1.23485 -4.66151 8.96066 -0.591 0.356 -0.452 0.14
H -0.25065 -5.63624 7.93454 0.150 -0.260 0.056 0.12
H -0.37615 -2.83643 5.90654 -0.284 0.527 0.235 0.09
H -1.74094 -3.04041 7.09192 -0.457 -0.413 -0.719 0.10
H -0.92584 -4.41013 6.05203 -0.827 -0.358 0.448 0.09
C 6.02930 -1.79248 -8.13943 -0.681 0.513 0.127 -0.05
C 4.80142 -0.89911 -8.59116 0.624 -2.032 0.876 -0.11
N 3.46696 -0.98867 -7.68956 1.190 0.370 -1.583 -0.20
C 2.48636 -0.19394 -8.64614 0.712 -0.306 1.967 0.05
C 3.01956 -2.48448 -7.55927 2.161 0.591 0.358 -0.17
C 1.84567 -2.83114 -6.70462 -1.997 0.149 -1.070 -0.07
C 3.70662 -0.43300 -6.25361 -0.379 -0.584 -1.319 -0.05
C 4.59165 0.79772 -6.23932 0.467 0.107 0.417 -0.23
O 3.99561 1.74258 -7.04918 -0.867 0.719 -1.314 -0.21
C 4.59424 3.02431 -7.07608 0.968 0.206 0.847 -0.07
H 6.40101 -1.53154 -7.14855 0.173 0.240 -0.151 0.07
H 6.81987 -1.71505 -8.88582 0.064 0.698 0.077 0.09
H 5.92152 -2.87707 -8.12750 -0.917 0.024 -0.009 0.08
H 4.55507 -1.25479 -9.59161 -0.532 0.008 0.147 0.12
H 5.05366 0.15564 -8.70059 -0.088 -0.143 0.429 0.12
H 2.88031 0.80194 -8.84894 0.236 -0.302 0.229 0.09
H 1.58801 -0.05978 -8.04359 -0.353 -0.308 -0.643 0.10
H 2.45732 -0.75896 -9.57781 -0.587 -0.089 0.348 0.11
H 3.82730 -2.97635 -7.01730 0.689 0.210 -0.681 0.11
H 3.01769 -2.79156 -8.60512 -0.426 -0.474 0.273 0.14
H 1.81510 -2.44935 -5.68413 0.075 0.382 -0.294 0.09
H 1.67619 -3.90289 -6.60097 0.863 -0.227 -0.139 0.09
H 0.97023 -2.59840 -7.31087 -0.577 0.635 0.663 0.08
H 4.13638 -1.28026 -5.71924 0.231 0.234 0.080 0.13
H 2.68911 -0.30824 -5.88319 0.205 0.527 0.239 0.13
H 5.61677 0.59724 -6.55081 0.122 -0.435 -0.492 0.12
H 4.78603 1.20414 -5.24678 -0.634 -0.218 0.598 0.14
H 4.45984 3.48719 -6.09844 -0.316 0.333 0.028 0.09
H 4.25015 3.67553 -7.87958 -0.536 -0.472 0.091 0.10
H 5.67767 2.98109 -7.18745 0.230 -0.380 -0.225 0.10
C 4.42215 11.61446 0.73655 0.457 0.682 -0.919 -0.08
C 4.63574 10.15950 0.91389 -0.441 -1.944 1.685 -0.27
C 3.79022 9.33108 -0.01353 0.129 -0.685 -0.924 -0.13
N 3.99959 7.80158 0.08043 0.454 -0.853 -0.704 -0.21
C 2.97981 7.06442 -0.87206 -0.426 0.890 1.207 0.03
C 5.41939 7.30241 -0.37916 -0.471 -0.001 1.320 -0.05
C 5.61552 5.92283 0.34724 -0.106 0.631 -1.239 -0.13
C 4.45372 5.83066 1.34047 -0.152 -0.810 0.553 -0.17
C 3.84613 7.20657 1.51701 0.537 0.304 -1.422 -0.08
H 4.62292 11.76364 -0.32437 -0.236 0.863 -0.066 0.09
H 5.13492 12.21208 1.30480 -0.061 -0.117 -0.013 0.10
H 3.41574 11.93087 1.01063 0.016 -0.033 -0.204 0.09
H 4.23686 9.88957 1.89170 0.440 -0.013 0.490 0.11
H 5.67202 9.82294 0.88311 0.120 0.390 -0.094 0.12
H 4.00128 9.56565 -1.05686 -0.071 0.021 -0.106 0.14
H 2.73926 9.54446 0.18159 -0.109 -0.290 -0.092 0.14
H 2.02899 7.23072 -0.36573 -0.102 -0.352 -0.107 0.10
H 3.16008 6.00094 -1.02898 0.408 0.149 0.644 0.10
H 2.85241 7.46921 -1.87606 0.745 0.700 0.239 0.11
H 5.40941 7.32302 -1.46892 0.204 -0.106 0.203 0.13
H 6.18275 7.95364 0.04661 -0.324 0.407 -0.406 0.12
H 5.63285 5.10711 -0.37554 -0.460 -0.036 0.013 0.11
H 6.60987 5.83973 0.78596 -0.168 0.481 0.291 0.12
H 3.72883 5.10824 0.96531 -0.021 -0.042 0.338 0.11
H 4.83750 5.52593 2.31410 -0.262 -0.376 -0.070 0.12
H 2.80328 7.32332 1.81185 0.046 -0.383 -0.087 0.14
H 4.46743 7.71481 2.25441 -0.022 0.655 -0.526 0.13
C -4.92398 -7.86389 -4.74902 -1.155 1.253 0.586 -0.06
C -5.74774 -6.72516 -3.97898 1.703 0.225 -0.509 -0.21
C -6.32665 -5.72619 -5.00016 -0.737 0.522 1.022 -0.07
N -7.08340 -4.48386 -4.36666 -0.555 -0.153 0.474 -0.20
C -6.06866 -3.47750 -3.76597 -1.494 -0.557 0.224 0.02
C -8.11923 -4.94324 -3.33184 0.499 1.109 1.734 -0.14
C -9.40823 -5.15757 -4.01813 -1.772 -1.066 -1.114 -0.16
C -9.38576 -4.51656 -5.40765 1.662 -0.235 0.519 -0.12
C -8.10012 -3.68039 -5.26181 0.484 -0.440 -1.044 -0.08
H -4.64866 -8.59014 -3.98425 0.011 -0.223 -0.467 0.08
H -4.03656 -7.44604 -5.22440 0.106 0.127 0.315 0.07
H -5.49648 -8.27517 -5.58040 -0.177 -0.419 0.360 0.08
H -4.98493 -6.22046 -3.38611 0.141 0.305 0.027 0.09
H -6.40695 -7.09069 -3.19162 -0.465 -0.362 -0.728 0.10
H -7.04644 -6.27344 -5.60885 -0.003 0.429 -0.306 0.13
H -5.51707 -5.26378 -5.56483 -0.200 -0.278 -0.294 0.13
H -5.48726 -3.00310 -4.55655 0.400 -0.696 0.138 0.11
H -5.59231 -3.95822 -2.91151 0.684 -0.139 -0.641 0.10
H -6.60308 -2.65533 -3.29002 -0.488 -0.122 -0.208 0.09
H -8.19949 -4.13309 -2.60706 0.125 0.289 -0.144 0.13
H -7.92659 -5.80724 -2.69585 0.958 0.000 -0.533 0.13
H -10.28522 -4.72308 -3.53834 0.309 -0.430 0.704 0.14
H -9.50156 -6.23894 -4.11830 -0.729 0.065 0.016 0.13
H -10.29621 -3.96666 -5.64596 0.361 0.214 0.030 0.13
H -9.23153 -5.27906 -6.17114 -0.095 0.152 -0.131 0.12
H -8.23154 -2.77036 -4.67643 -0.168 0.020 -0.323 0.13
H -7.67767 -3.49536 -6.24943 0.424 0.303 0.261 0.13
C 4.46428 -4.81371 2.48294 -0.854 -1.035 0.743 -0.07
C 3.22079 -5.53813 1.96123 -0.504 -1.377 0.006 -0.23
C 3.40638 -7.03266 1.72874 0.412 -1.146 -1.755 -0.12
N 2.20170 -7.76201 1.08029 -1.885 -0.372 -1.277 -0.23
C 0.94888 -7.69424 1.94940 0.737 1.481 -0.532 0.01
C 1.84780 -7.14605 -0.35577 1.803 -1.020 0.087 -0.05
C 2.19326 -8.21743 -1.41167 -0.327 -0.139 -0.254 -0.17
C 3.04793 -9.26053 -0.70050 -0.137 1.468 1.807 -0.12
C 2.43111 -9.26571 0.73533 -0.411 0.034 -0.919 -0.07
H 4.10502 -3.92320 2.99872 0.458 0.409 -0.594 0.08
H 5.17822 -4.69033 1.66859 0.002 0.447 0.324 0.09
H 4.90271 -5.40968 3.28338 0.357 -0.088 -0.095 0.08
H 2.93587 -5.07214 1.01795 -0.506 0.061 0.241 0.11
H 2.39941 -5.64054 2.67042 -0.155 1.496 0.190 0.10
H 3.64527 -7.63052 2.60829 0.031 0.273 0.155 0.14
H 4.16950 -7.20779 0.97041 0.395 -0.077 0.238 0.13
H 0.09611 -8.18985 1.48544 0.463 -0.575 0.200 0.11
H 0.65934 -6.64361 1.92817 0.044 0.064 0.403 0.09
H 1.21408 -7.98032 2.96720 -0.305 -0.337 -0.191 0.11
H 0.83676 -6.74114 -0.39985 0.370 0.123 0.271 0.13
H 2.67621 -6.47879 -0.59366 -0.750 0.945 0.790 0.12
H 1.33882 -8.62645 -1.95086 -0.113 -0.154 0.334 0.12
H 2.82563 -7.74123 -2.16098 -0.217 -0.008 -0.176 0.12
H 3.12950 -10.17524 -1.28765 0.225 -0.071 0.672 0.14
H 3.97846 -8.74426 -0.46452 0.743 -0.648 -0.900 0.10
H 1.43573 -9.69433 0.61865 -0.086 0.068 0.466 0.13
H 2.93867 -9.75469 1.56682 0.264 0.082 -0.273 0.14
C -2.99152 4.93677 4.59416 -0.054 -0.501 -0.703 -0.09
C -1.76920 4.95088 5.46991 0.795 0.225 0.197 -0.25
C -1.89990 4.28910 6.84022 0.555 -0.653 0.736 -0.09
N -0.53154 4.20214 7.65511 -1.846 1.402 -0.483 -0.23
C 0.55038 3.48212 6.90818 -0.955 -0.585 0.123 0.02
C -0.76742 3.56736 9.06165 0.229 1.795 -0.379 -0.09
C 0.39498 4.14427 9.84386 -0.125 -0.656 -0.533 -0.15
C 0.50579 5.59938 9.34024 -0.420 0.455 1.139 -0.13
C -0.18798 5.68597 7.97200 1.359 -1.169 0.953 -0.08
H -3.87366 5.32206 5.10551 -0.142 -0.356 -0.240 0.09
H -3.07324 3.95363 4.13063 -0.797 -0.293 0.560 0.09
H -2.80612 5.51976 3.69202 0.028 0.568 0.289 0.08
H -1.51466 6.00198 5.60590 0.274 0.026 0.315 0.11
H -0.96669 4.50841 4.87974 0.121 -0.086 0.159 0.10
H -2.32715 3.28956 6.92067 0.266 -0.284 -0.811 0.14
H -2.59227 4.85003 7.46798 0.335 0.342 0.151 0.13
H 0.14161 2.47264 6.86385 0.367 -0.178 -0.341 0.11
H 1.49820 3.44366 7.44508 -0.226 0.383 0.052 0.11
H 0.66866 3.86654 5.89510 0.025 0.120 0.331 0.10
H -0.79556 2.48223 9.16064 -0.236 0.090 -0.867 0.14
H -1.67772 4.04743 9.42081 -0.262 -0.359 -0.154 0.14
H 1.21644 3.47883 9.57835 0.567 0.485 0.367 0.11
H 0.13971 3.96624 10.88848 0.456 0.539 0.140 0.13
H 1.48055 6.08694 9.35544 0.184 -0.581 -0.105 0.12
H -0.08054 6.23180 10.00684 0.002 -0.085 0.227 0.12
H 0.53908 6.08472 7.26455 -0.557 -0.189 -0.440 0.13
H -1.08015 6.30308 8.07837 -0.018 -0.384 -0.561 0.13
```
Positions in Å, forces in eV/Å.